Below is 3 unconnected molecules or ions with the total composition C4H12O3, with properties calculated with wB97M-V/def2-TZVPD.

Calculated values
HOMO (alpha / beta): 0.013 / -0.181 Ha
total charge: -1
2S+1: 2
energy above the lowest of the compared OMol25 structures with the same formula, charge and spin: 65.87 kcal per mole
F_max: 3.654 eV/A
energy: -10481.644 eV

Each line ends with the Löwdin spin population.
Geometry (Å):
O: -1.502 -0.813 -0.356  0.1114
O: -0.846 1.087 1.764  0.0293
O: -3.769 -0.179 1.396  0.0245
C: -0.288 -1.413 -0.725  0.1046
C: 0.834 -0.478 -1.263  0.1611
C: 2.950 0.964 -0.268  0.0505
C: 1.804 -0.087 -0.394  0.2439
H: 2.377 1.860 0.142  0.0233
H: -0.576 1.083 0.784  0.0232
H: -1.693 -0.194 -1.059  0.0793
H: 1.411 -0.036 0.647  0.0157
H: -3.028 -0.681 1.130  0.0100
H: -0.639 -1.861 -1.630  0.0304
H: -3.519 0.771 1.092  0.0118
H: 0.180 -1.825 0.163  0.0116
H: 3.207 1.408 -1.305  0.0019
H: 0.585 -0.328 -2.321  0.0530
H: -1.199 0.203 1.787  0.0099
H: 3.711 0.519 0.415  0.0046

Cartesian forces (eV/Å) of the 3 atoms listed first:
-1.21 0.66 2.11
0.86 0.60 -2.06
-1.08 3.49 -0.01